#i
22
Properties=species:S:1:pos:R:3:lowdin_charge:R:1 method="wB97M-V/def2-TZVPD" smiles=CNC.O.O.O.O e_lumo_ev=0.4558 homo_energy_ha=-0.3322 spin_multiplicity=1
C 0.4510 -1.2650 1.1831 -0.142
N 1.6520 -0.5233 0.8179 -0.217
C 1.5958 0.1931 -0.4484 -0.153
H -0.4253 -0.4105 1.1710 0.111
H 0.2243 -2.0906 0.4055 0.082
H 0.4262 -1.7005 2.2069 0.072
H 2.4008 -1.2178 0.7635 0.101
H 1.0013 -0.1432 -1.3701 0.085
H 2.6030 0.3249 -0.8453 0.082
H 1.0102 1.0875 -0.1540 0.047
O 1.5976 2.2302 1.9353 -0.066
H 0.7434 2.3875 1.5997 -0.057
H 1.7607 1.2707 1.7138 0.026
O -1.0424 1.5762 0.6345 -0.078
H -0.6607 2.2537 1.3165 0.091
H -1.4318 2.1873 0.0582 0.011
O -1.3074 -1.9925 -1.9164 0.010
H -0.4751 -1.7721 -2.2210 0.001
H -1.5509 -2.7111 -2.4506 0.035
O -2.5888 0.3683 -1.3556 -0.051
H -3.5437 0.4800 -1.5837 0.066
H -2.4402 -0.5328 -1.4607 -0.055

---

#ii
22
Properties=species:S:1:pos:R:3:lowdin_charge:R:1 method="wB97M-V/def2-TZVPD" smiles=CCN.O.O.O.O e_lumo_ev=0.6640 homo_energy_ha=-0.3351 spin_multiplicity=1
C -0.6137 -2.1102 0.1971 -0.104
C 0.6920 -1.4821 0.6055 -0.319
N 0.7160 -0.0463 0.2195 -0.018
H -1.4204 -1.6768 0.7744 0.060
H -0.6366 -3.1793 0.4651 0.078
H -0.8242 -1.9423 -0.8407 0.062
H 1.6485 -1.9852 0.2502 0.124
H 0.7562 -1.3484 1.6758 0.090
H 1.5762 0.3979 0.5355 0.041
H 0.0110 0.3709 0.8221 0.033
O 3.2335 1.7686 0.0783 -0.006
H 3.8865 1.4420 0.6531 0.018
H 3.6853 2.1302 -0.6485 0.019
O -2.4736 0.7378 -0.6230 -0.054
H -1.7350 0.6414 -1.2282 0.013
H -3.2255 1.1534 -1.0954 0.084
O -1.6222 1.2710 1.8335 -0.088
H -2.0803 0.9770 1.0179 -0.019
H -1.9457 0.6577 2.5041 0.038
O -0.0627 0.5186 -2.6264 -0.046
H 0.0573 1.4548 -2.7212 0.033
H 0.3774 0.2493 -1.8487 -0.039

---

Quick ranking, most stable first: #ii, #i.

---

#i
13
Properties=species:S:1:pos:R:3:lowdin_charge:R:1 method="wB97M-V/def2-TZVPD" charge=-1 e_lumo_ev="3.7521 / 3.7523" homo_energy_ha="-0.1489 / -0.1489" spin_multiplicity=1
C -0.2909 -0.7273 -0.6413 0.038
C 0.5949 -0.2778 0.4290 -0.192
C 0.4797 0.9722 0.7458 -0.320
N -2.1911 0.1770 -0.7937 0.030
N -3.2673 0.1886 -0.0366 -0.576
O -3.3286 0.4886 1.1461 -0.030
O -4.3024 -0.1719 -0.6812 -0.109
O -0.5197 1.7287 0.2698 -0.175
H -0.6039 -1.6803 -0.7885 0.024
H -0.0994 -0.1933 -1.6090 0.096
H 1.0163 -0.9118 1.1961 0.080
H 0.9145 1.4105 1.6338 0.094
H -1.6759 1.0172 -0.2140 0.039

---

#ii
13
Properties=species:S:1:pos:R:3:lowdin_charge:R:1 method="wB97M-V/def2-TZVPD" charge=-1 e_lumo_ev=3.6352 homo_energy_ha=-0.1700 spin_multiplicity=1
C 0.7344 0.5115 1.3577 0.093
C -0.3067 0.7652 0.8011 -0.294
C 3.8851 -0.1195 0.0486 -0.858
N -2.3623 -0.1603 0.1504 -0.025
N -1.5784 1.0647 0.4996 -0.125
O 4.9604 0.1422 -0.4484 -0.026
O 3.4764 -0.2707 1.1724 -0.042
O 2.8416 -0.4583 -0.9156 -0.093
H 1.8939 0.3274 1.4349 0.035
H -2.4252 -0.6747 1.0327 0.057
H -1.7132 -0.7740 -0.3696 0.063
H -1.6888 1.6474 -0.3257 0.100
H 2.7706 0.0020 -1.8413 0.114

---

#iii
13
Properties=species:S:1:pos:R:3:lowdin_charge:R:1 method="wB97M-V/def2-TZVPD" charge=-1 e_lumo_ev=2.7217 homo_energy_ha=-0.1501 spin_multiplicity=1
O -0.4422 -1.1912 -3.5528 0.110
C -0.6659 -0.2766 -2.8355 -0.536
N -1.1248 0.7175 -2.2997 0.221
C 0.6776 0.4790 0.1606 -0.181
N -0.3533 0.0130 1.0734 -0.050
C 0.1452 -0.5754 2.3090 -0.834
O -0.5265 -0.3348 3.3366 -0.101
O 1.1813 -1.2491 2.2023 -0.078
H 0.3150 1.2283 -0.5370 0.038
H -0.6149 -0.2019 -1.5678 0.165
H 1.3693 1.0675 0.7715 0.082
H 1.1216 -0.3382 -0.4057 0.072
H -1.0824 0.6618 1.3450 0.092

---

Quick ranking, most stable first: #iii, #ii, #i.